{
  "formula": "C20H62O21",
  "method": "ωB97M-V with the def2-TZVPD basis set",
  "elements": ["O", "O", "O", "O", "O", "O", "O", "O", "O", "O", "O", "O", "O", "O", "O", "O", "O", "O", "O", "O", "O", "C", "C", "C", "C", "C", "C", "C", "C", "C", "C", "C", "C", "C", "C", "C", "C", "C", "C", "C", "C", "H", "H", "H", "H", "H", "H", "H", "H", "H", "H", "H", "H", "H", "H", "H", "H", "H", "H", "H", "H", "H", "H", "H", "H", "H", "H", "H", "H", "H", "H", "H", "H", "H", "H", "H", "H", "H", "H", "H", "H", "H", "H", "H", "H", "H", "H", "H", "H", "H", "H", "H", "H", "H", "H", "H", "H", "H", "H", "H", "H", "H", "H"],
  "xyz": [[20.198000, 2.014000, 9.194000], [25.916000, 3.171000, 8.874000], [17.580000, 11.580000, 10.414000], [21.525000, 7.705000, 15.486000], [23.189000, 6.309000, 8.440000], [14.040000, 7.061000, 14.698000], [23.710000, 2.853000, 11.666000], [16.886000, 5.970000, 12.831000], [18.455000, 6.055000, 15.964000], [19.392000, 2.680000, 16.881000], [21.031000, 7.872000, 10.274000], [18.619000, 8.187000, 11.896000], [20.338000, 5.450000, 7.338000], [23.036000, 7.244000, 5.821000], [21.849000, 5.704000, 13.067000], [20.898000, 3.349000, 13.830000], [21.965000, 10.433000, 13.878000], [22.320000, 10.096000, 9.454000], [18.461000, 10.791000, 14.474000], [20.710000, 10.425000, 6.346000], [17.753000, 3.496000, 9.950000], [21.210000, 6.046000, 11.895000], [20.640000, 10.360000, 13.604000], [25.371000, 2.451000, 10.010000], [18.996000, 3.735000, 10.468000], [19.838000, 10.875000, 14.849000], [20.735000, 10.296000, 7.687000], [15.606000, 6.534000, 12.913000], [20.543000, 2.719000, 16.122000], [19.800000, 2.509000, 10.475000], [24.222000, 7.405000, 6.561000], [17.706000, 9.329000, 11.517000], [21.833000, 7.368000, 11.263000], [22.181000, 10.011000, 8.103000], [24.117000, 3.115000, 10.415000], [19.517000, 6.452000, 15.205000], [20.533000, 7.026000, 16.170000], [18.365000, 10.381000, 10.667000], [19.922000, 2.969000, 14.709000], [15.053000, 6.071000, 14.365000], [24.347000, 6.472000, 7.686000], [19.990000, 2.648000, 8.518000], [19.225000, 7.985000, 11.166000], [26.890000, 3.176000, 8.985000], [22.998000, 6.320000, 5.435000], [20.720000, 2.806000, 11.027000], [21.982000, 8.067000, 12.105000], [15.861000, 5.915000, 15.144000], [22.787000, 7.172000, 10.802000], [16.828000, 9.010000, 10.942000], [19.392000, 4.582000, 9.830000], [24.360000, 8.420000, 6.905000], [20.158000, 11.917000, 14.898000], [14.601000, 5.064000, 14.365000], [21.516000, 8.677000, 9.848000], [19.065000, 3.609000, 14.722000], [21.670000, 7.138000, 14.755000], [20.036000, 7.731000, 16.897000], [17.192000, 4.283000, 10.023000], [15.598000, 7.609000, 12.774000], [19.341000, 2.099000, 14.408000], [20.282000, 5.895000, 6.522000], [22.282000, 10.992000, 9.769000], [18.613000, 6.297000, 16.893000], [21.224000, 5.239000, 11.068000], [24.958000, 6.946000, 8.466000], [26.194000, 2.425000, 10.764000], [18.752000, 3.169000, 16.343000], [19.786000, 10.348000, 6.191000], [19.352000, 1.766000, 11.142000], [18.018000, 10.054000, 14.873000], [24.844000, 5.522000, 7.590000], [23.787000, 3.749000, 12.059000], [22.521000, 6.855000, 8.109000], [23.373000, 2.645000, 9.773000], [20.492000, 11.030000, 12.812000], [20.119000, 6.152000, 12.097000], [21.166000, 3.489000, 16.412000], [20.002000, 10.390000, 15.820000], [20.237000, 9.358000, 13.368000], [22.763000, 10.730000, 7.561000], [25.155000, 1.424000, 9.799000], [21.525000, 2.617000, 13.598000], [17.539000, 6.705000, 12.934000], [19.209000, 7.258000, 14.596000], [16.653000, 11.332000, 10.141000], [17.436000, 9.859000, 12.443000], [20.963000, 6.048000, 16.624000], [15.090000, 6.020000, 12.056000], [18.846000, 4.151000, 11.492000], [21.742000, 4.742000, 13.345000], [13.374000, 6.989000, 14.012000], [24.119000, 4.145000, 10.145000], [20.412000, 11.157000, 8.280000], [20.404000, 6.209000, 7.879000], [20.057000, 9.519000, 7.957000], [22.405000, 9.019000, 7.748000], [21.090000, 1.762000, 16.010000], [22.343000, 9.585000, 14.228000], [18.654000, 9.980000, 9.697000], [19.329000, 10.738000, 11.091000], [19.877000, 5.737000, 14.563000], [25.147000, 7.310000, 5.931000]],
  "forces_ev_per_a": [[-0.3, -0.8, 1.1], [0.6, -0.5, 0.2], [-1.1, -1.3, 0.2], [0.4, 1.3, 0.8], [-0.2, -1.7, 1.1], [0.7, -0.7, 0.8], [-0.5, 1.5, 3.8], [2.1, 1.0, -0.3], [-2.1, -1.5, 1.5], [-1.1, -0.6, 1.6], [-0.8, 1.9, -2.2], [-1.8, 1.8, -0.4], [-0.1, -1.3, 0.4], [-0.5, -1.1, -0.8], [1.5, -0.9, 1.3], [1.8, -0.3, -2.2], [3.4, -1.3, 0.5], [0.8, -0.8, 1.9], [-0.1, 1.1, -0.2], [0.2, 0.7, -1.9], [-2.7, -0.7, -1.0], [-1.1, -0.2, -2.8], [-1.8, -1.5, 2.6], [2.8, 0.5, 0.2], [-0.2, 2.8, 0.2], [-0.2, -0.2, -1.6], [1.3, 0.0, 2.5], [-0.3, -2.8, 1.2], [-2.2, -1.3, -3.2], [2.2, 0.3, 0.5], [1.9, -0.1, -1.7], [1.0, -0.4, 0.7], [0.4, -1.5, 2.2], [-1.8, 0.2, -2.0], [-0.9, -0.9, -3.5], [-0.1, 3.1, 1.7], [0.4, -1.9, 0.5], [1.3, 1.1, -0.9], [0.7, -1.6, 1.3], [-0.5, 0.8, -1.3], [1.3, 0.4, 3.1], [-0.3, 0.6, -0.3], [0.1, 0.2, -0.2], [-1.0, 0.0, -0.3], [0.2, 1.6, 0.8], [-0.1, -0.2, -0.3], [-0.1, 0.0, -0.2], [-0.7, 1.3, -0.9], [0.7, -0.5, 0.3], [0.0, -0.5, 0.5], [0.7, -0.9, 0.7], [-0.9, 0.4, 0.1], [-0.5, 0.2, 0.5], [0.0, 0.3, -0.6], [-1.1, -1.6, 1.4], [0.1, 1.8, 0.1], [0.9, -0.8, -1.8], [0.6, -0.9, -0.5], [0.4, -0.3, 0.1], [-0.1, 0.2, 0.3], [0.7, -0.9, -0.2], [-0.2, 0.3, -2.2], [-0.1, 0.5, 0.2], [-0.2, -0.3, -0.5], [0.4, 0.9, 1.3], [1.0, 0.3, -0.6], [-0.9, 0.2, 0.1], [-0.2, -0.1, 0.9], [-1.1, 0.1, -1.4], [-0.3, -0.4, -0.7], [0.0, -0.5, 0.4], [-0.2, -0.7, -1.0], [-0.3, -1.1, 0.6], [-1.7, 1.1, -0.9], [-0.4, 0.3, -0.5], [-0.8, 0.9, -1.2], [0.4, 0.5, -0.2], [1.6, 1.7, 0.5], [0.4, -0.2, -0.5], [0.4, 0.3, -0.2], [0.7, 0.3, -0.3], [0.1, -0.7, -0.6], [-1.1, 0.7, 0.3], [-0.4, -0.9, -0.3], [-0.5, 1.2, -1.1], [1.5, 0.2, 0.4], [-0.1, -0.7, -0.1], [-0.5, 1.7, 0.4], [-0.4, 0.7, 1.0], [0.7, -0.4, -0.3], [-0.5, 1.6, -0.7], [-0.2, 0.0, 0.0], [0.2, 1.0, 0.0], [-0.1, 0.6, -0.2], [0.2, 1.0, 1.8], [-0.4, -1.1, 0.8], [0.5, -0.4, 0.1], [-0.3, 0.3, 0.8], [-0.9, 1.2, -0.3], [-0.1, -0.4, -0.2], [-0.8, -0.2, 0.1], [1.0, -2.1, -1.2], [-0.7, -0.3, 0.1]],
  "lowdin_charge": [-0.04, -0.09, -0.08, -0.04, -0.05, -0.10, -0.03, -0.12, -0.04, -0.05, -0.11, -0.11, 0.00, -0.06, -0.10, -0.07, -0.06, -0.03, -0.08, 0.00, -0.05, -0.23, -0.30, -0.22, -0.33, -0.19, -0.30, -0.22, -0.22, -0.24, -0.27, -0.17, -0.24, -0.24, -0.33, -0.29, -0.24, -0.25, -0.26, -0.18, -0.26, 0.07, 0.05, 0.09, 0.14, 0.10, 0.11, 0.12, 0.10, 0.12, 0.13, 0.11, 0.12, 0.11, 0.09, 0.10, 0.04, 0.15, 0.10, 0.10, 0.13, 0.01, 0.12, 0.10, 0.13, 0.13, 0.13, 0.07, 0.09, 0.13, 0.07, 0.11, 0.11, 0.01, 0.13, 0.09, 0.10, 0.08, 0.12, 0.10, 0.13, 0.11, 0.14, 0.06, 0.10, 0.11, 0.11, 0.15, 0.12, 0.12, 0.08, 0.07, 0.11, 0.13, 0.00, 0.10, 0.10, 0.14, 0.10, 0.09, 0.11, 0.07, 0.14],
  "smiles": "OCCO.OCCO.OCCO.OCCO.OCCO.OCCO.OCCO.OCCO.OCCO.OCCO.O",
  "orbital_gap_ev": 9.451,
  "e_above_lowest_ev": 4.3852
}

{
  "formula": "C20H66FO11P2",
  "method": "ωB97M-V with the def2-TZVPD basis set",
  "elements": ["P", "P", "F", "O", "O", "O", "O", "O", "O", "O", "O", "O", "O", "O", "C", "C", "C", "C", "C", "C", "C", "C", "C", "C", "C", "C", "C", "C", "C", "C", "C", "C", "C", "C", "H", "H", "H", "H", "H", "H", "H", "H", "H", "H", "H", "H", "H", "H", "H", "H", "H", "H", "H", "H", "H", "H", "H", "H", "H", "H", "H", "H", "H", "H", "H", "H", "H", "H", "H", "H", "H", "H", "H", "H", "H", "H", "H", "H", "H", "H", "H", "H", "H", "H", "H", "H", "H", "H", "H", "H", "H", "H", "H", "H", "H", "H", "H", "H", "H", "H"],
  "xyz": [[-0.020864, 3.066181, -0.883709], [2.165874, 2.982647, -0.997096], [0.056790, 4.589545, -1.746371], [7.938687, 4.688020, 3.980460], [2.742161, 2.390806, 0.377316], [-1.868570, -3.593720, -5.142317], [-0.793015, -0.155505, 5.473235], [0.502221, 0.352752, -2.576589], [6.715618, 1.987807, -0.849080], [-6.520805, -5.625156, -4.716287], [0.939565, -4.459922, 2.817780], [-3.205253, 3.739006, 3.492981], [0.425541, -2.159689, -1.084337], [-2.320503, 0.301396, 0.107002], [-3.267921, -1.803911, 0.777550], [-2.081719, 1.086554, 3.868216], [6.654071, 2.926185, 0.214881], [0.384707, -1.212124, -4.397827], [-0.157577, -3.961497, 3.568915], [1.260071, -2.542428, -0.001090], [-7.752848, -4.563783, -6.486912], [-4.936552, 5.324556, 4.010850], [1.265629, -0.278308, -3.594098], [-2.573917, -3.201482, -6.310644], [-4.060754, -3.154173, -6.025879], [-7.521654, -5.837664, -5.700916], [9.889576, 5.921095, 3.307327], [-3.899581, 4.367183, 4.560527], [-3.218995, -0.725857, -0.285192], [2.680057, -2.743761, -0.488038], [0.327982, -2.945838, 4.582169], [9.217982, 4.565300, 3.376559], [-2.060341, 0.440146, 5.237783], [6.955212, 2.237727, 1.529930], [-2.275139, -2.237917, 0.935106], [-2.776960, 4.438249, 2.970067], [-3.053699, 1.546721, 3.669301], [7.387404, 3.713837, 0.018372], [9.997325, 6.348788, 4.309504], [3.065824, -1.824202, -0.940238], [-8.440029, -6.164083, -5.203351], [-4.618711, -2.849018, -6.915615], [-1.443356, -0.103354, 0.219274], [2.091545, -0.823116, -3.126573], [-6.826715, -4.236792, -6.970899], [7.948381, 1.777434, 1.504736], [-0.865861, -3.500645, 2.874122], [6.054929, 1.297122, -0.669470], [-3.587877, -1.384275, 1.736937], [0.129506, 3.688760, 0.410847], [0.140129, -0.346250, -2.005537], [-4.464035, 6.092903, 3.390228], [-6.833778, -4.916609, -4.128219], [-2.350027, -3.912923, -7.111430], [-4.378040, 3.588486, 5.161773], [10.879092, 5.843147, 2.848146], [6.236477, 1.433897, 1.719875], [-5.650111, 4.793745, 3.372131], [5.657415, 3.377902, 0.227459], [-0.191472, 2.380171, -2.154900], [2.718499, -3.518828, -1.260433], [1.558600, -4.874582, 3.442814], [-2.822719, -0.341630, 5.304080], [-7.184124, -6.640261, -6.363260], [-3.959744, -2.601497, 0.492413], [1.222867, -1.752128, 0.754444], [-0.055918, -1.979638, -3.753178], [1.686191, 0.499898, -4.237768], [-2.210622, -2.215148, -6.613877], [0.458801, -2.871747, -1.745913], [9.814444, 3.872865, 3.977854], [3.337353, -3.034968, 0.336113], [2.714706, 4.339950, -1.089066], [-8.069648, -3.751805, -5.824243], [9.094871, 4.136705, 2.377218], [-1.474928, 3.208716, -0.727077], [2.606731, 2.121565, -2.065153], [-2.887423, -1.135011, -1.244454], [-4.275083, -2.450127, -5.215157], [-4.424298, -4.134432, -5.700717], [6.916146, 2.948542, 2.360159], [-3.174725, 4.892586, 5.189865], [-0.655549, -4.801532, 4.062774], [-0.446183, -0.661964, -4.851516], [0.957332, -1.703429, -5.189525], [-2.253045, 1.177603, 6.022993], [7.413997, 5.298229, 3.434418], [-4.208217, -0.279747, -0.423810], [0.836233, -2.115326, 4.081349], [-1.875343, 0.345052, 3.089452], [-0.123907, 0.548298, 5.420588], [-8.518797, -4.712016, -7.253341], [1.053998, -3.397494, 5.266061], [-2.192365, -4.474238, -4.886073], [9.284852, 6.623665, 2.724656], [-1.305386, 1.854685, 3.790220], [-0.122793, 1.750893, -0.250484], [-5.483918, 5.813991, 4.821349], [-0.506565, -2.548475, 5.166720], [0.862588, -3.461290, 0.440760]],
  "forces_ev_per_a": [[-3.2, -0.6, -0.7], [2.3, -1.4, 4.2], [0.1, 0.0, 0.3], [-0.3, 0.1, 0.0], [-0.7, 1.1, -2.9], [0.2, -0.3, 0.2], [0.4, 0.0, 0.4], [0.2, -0.3, -0.3], [0.0, -0.3, -0.3], [0.1, 0.1, 0.3], [0.4, -0.4, -0.2], [0.0, 0.5, 0.0], [-0.5, -0.1, -0.4], [-0.1, -0.2, 0.0], [-0.2, -0.2, 0.2], [-0.2, -0.2, -0.1], [-0.4, -0.3, 0.2], [0.0, -0.1, -0.2], [0.3, 0.1, 0.4], [0.2, -0.3, 0.1], [0.0, 0.1, -0.2], [-0.3, 0.1, 0.0], [-0.5, 0.0, 0.5], [-0.2, -0.2, 0.2], [-0.2, 0.1, 0.0], [-0.1, 0.3, 0.1], [0.2, 0.1, 0.0], [0.2, 0.2, -0.4], [0.6, 0.1, 0.2], [0.2, 0.1, 0.0], [-0.2, 0.1, 0.1], [-0.2, 0.3, -0.2], [0.2, 0.4, -0.4], [0.1, 0.0, 0.2], [-0.1, 0.0, -0.1], [-0.1, -0.4, 0.1], [0.3, -0.1, -0.1], [0.0, -0.1, -0.2], [0.0, -0.1, -0.1], [-0.1, 0.0, 0.2], [-0.1, -0.1, -0.2], [0.0, 0.0, 0.1], [-0.3, 0.4, -0.2], [0.2, -0.1, -0.2], [-0.1, -0.1, 0.0], [0.0, 0.1, 0.0], [0.2, -0.1, -0.1], [0.2, 0.5, -0.1], [0.0, 0.0, -0.1], [0.6, 0.4, -0.1], [0.3, 0.2, -0.1], [0.0, 0.0, 0.1], [0.2, -0.4, -0.3], [-0.1, 0.1, -0.2], [0.2, 0.0, -0.1], [-0.1, 0.1, 0.0], [-0.1, 0.2, 0.0], [0.1, 0.0, 0.1], [0.0, 0.1, 0.2], [0.2, 0.8, 0.2], [0.0, -0.1, 0.1], [-0.3, 0.3, -0.3], [0.2, -0.1, 0.1], [0.1, 0.1, 0.2], [0.0, -0.1, 0.1], [-0.1, 0.0, -0.2], [0.1, 0.0, -0.2], [-0.1, 0.0, 0.2], [0.1, -0.2, 0.2], [-0.1, 0.4, 0.3], [-0.2, 0.0, 0.0], [0.0, 0.0, -0.1], [-0.2, -0.9, -0.7], [-0.1, -0.1, -0.1], [0.2, -0.1, 0.0], [0.2, 0.1, -0.1], [0.1, 0.8, -0.1], [-0.2, -0.2, -0.1], [0.1, 0.0, -0.2], [0.0, 0.0, -0.1], [0.0, -0.2, 0.0], [-0.1, 0.1, 0.2], [-0.2, 0.1, 0.0], [0.1, 0.0, 0.1], [-0.1, -0.1, 0.0], [-0.2, 0.0, 0.0], [0.2, -0.4, 0.3], [0.2, 0.1, 0.0], [-0.2, -0.1, 0.1], [-0.1, 0.0, 0.1], [-0.4, -0.4, -0.1], [0.0, 0.1, 0.1], [-0.1, -0.1, 0.0], [0.2, 0.5, -0.1], [0.1, -0.1, -0.1], [-0.2, 0.0, 0.0], [0.6, 0.3, 0.1], [0.0, 0.0, -0.1], [0.2, 0.0, -0.1], [0.1, 0.1, 0.2]],
  "lowdin_charge": [0.20, 0.54, -0.52, -0.09, -0.68, -0.09, -0.11, -0.16, -0.10, -0.10, -0.10, -0.10, -0.11, -0.10, -0.10, -0.09, -0.33, -0.10, -0.32, -0.30, -0.09, -0.10, -0.33, -0.32, -0.10, -0.33, -0.10, -0.33, -0.32, -0.08, -0.09, -0.33, -0.32, -0.10, 0.06, 0.11, 0.06, 0.10, 0.07, 0.08, 0.11, 0.07, 0.06, 0.09, 0.06, 0.07, 0.10, 0.09, 0.07, -0.07, 0.05, 0.07, 0.09, 0.11, 0.11, 0.07, 0.08, 0.08, 0.10, -0.07, 0.07, 0.09, 0.11, 0.11, 0.07, 0.12, 0.05, 0.11, 0.11, 0.09, 0.12, 0.07, -0.04, 0.08, 0.10, -0.08, -0.05, 0.10, 0.08, 0.06, 0.05, 0.11, 0.10, 0.08, 0.07, 0.10, 0.09, 0.11, 0.08, 0.07, 0.10, 0.07, 0.07, 0.09, 0.07, 0.08, -0.08, 0.07, 0.06, 0.09],
  "orbital_gap_ev": 5.235,
  "charge": -1
}